A cluster of 2 separate species, C5H11Cl2ISi in total in a non-equilibrium geometry, computed with the ωB97M-V functional and the def2-TZVPD basis.

HOMO-LUMO gap (spin up / spin down)   8.017 / 8.017 eV
Energy   -46387.0834 eV
HOMO energy (spin up / spin down)   -8.34 / -8.34 eV
Energy above the lowest of the compared OMol25 structures with the same formula, charge and spin   0.0 kcal per mole
Largest force on an atom   3.3 eV/A

Last column: natural (NBO) charge in e.
Positions of all 20 atoms, in Å:
C (-0.66, 0.77, -1.58)  -0.63
C (-0.69, -1.67, -2.11)  -0.62
C (-1.76, -0.85, 0.01)  -0.62
C (0.80, 0.71, 2.28)  -0.77
C (-0.60, -0.59, -0.99)  -0.47
Si (1.04, -0.78, -0.02)  1.43
Cl (1.26, -2.61, 0.90)  -0.39
Cl (2.72, -0.69, -1.10)  -0.35
I (2.62, 1.49, 3.12)  0.09
H (-0.38, 1.68, -0.96)  0.22
H (-0.04, 0.82, -2.44)  0.22
H (-1.61, 0.97, -1.94)  0.21
H (-0.96, -2.54, -1.51)  0.22
H (0.29, -1.77, -2.60)  0.22
H (-1.51, -1.29, -2.81)  0.22
H (-1.62, -0.12, 0.79)  0.22
H (-2.66, -0.73, -0.57)  0.22
H (-1.60, -1.73, 0.53)  0.22
H (0.24, 1.60, 2.06)  0.19
H (0.33, 0.02, 2.95)  0.19

The molecule C5H11ClFN in a non-equilibrium geometry, computed with the ωB97M-V functional and the def2-TZVPD basis.

HOMO-LUMO gap   10.547 eV
Energy   -22091.3646 eV
HOMO energy   -9.73 eV
Energy above the lowest of the compared OMol25 structures with the same formula, charge and spin   50.0 kcal per mole
Largest force on an atom   7.0 eV/A
SMILES   C[C@@H](N)C[C@@](C)(F)Cl

Last column: natural (NBO) charge in e.
Positions of all 19 atoms, in Å:
C (0.43, 1.36, -1.42)  -0.64
C (1.01, 0.99, -0.07)  -0.04
N (0.59, 1.81, 1.02)  -0.81
C (0.55, -0.56, 0.33)  -0.46
C (-0.80, -0.90, -0.17)  0.25
C (-1.19, -2.13, 0.85)  -0.63
F (-1.68, 0.08, 0.28)  -0.36
Cl (-0.87, -1.64, -1.66)  0.04
H (0.94, 0.89, -2.26)  0.22
H (0.67, 2.46, -1.44)  0.20
H (-0.56, 1.21, -1.58)  0.21
H (2.13, 0.84, -0.14)  0.20
H (0.90, 2.82, 0.76)  0.34
H (-0.36, 1.99, 0.84)  0.35
H (1.39, -1.32, 0.01)  0.23
H (0.55, -0.61, 1.48)  0.24
H (-0.23, -2.83, 1.06)  0.22
H (-1.95, -2.90, 0.35)  0.22
H (-1.53, -1.55, 1.74)  0.22

A cluster of 2 separate species, C5H11ClN in total in a non-equilibrium geometry, computed with the ωB97M-V functional and the def2-TZVPD basis.

Net charge   +1
Spin multiplicity   3
HOMO-LUMO gap (spin up / spin down)   8.211 / 5.554 eV
Energy   -19362.6609 eV
HOMO energy (spin up / spin down)   -11.10 / -13.15 eV
Energy above the lowest of the compared OMol25 structures with the same formula, charge and spin   42.1 kcal per mole
Largest force on an atom   5.4 eV/A
⟨S²⟩   2.013

Last column: natural (NBO) charge in e.
Positions of all 18 atoms, in Å:
C (-2.49, 0.43, -1.59)  -0.47
C (-2.26, 0.46, -0.31)  -0.15
C (0.50, 0.33, 1.64)  -0.47
C (1.62, 0.74, -0.48)  -0.45
C (0.65, -1.46, -0.02)  -0.50
N (0.61, -0.05, 0.27)  0.06
Cl (-2.44, 0.71, 1.20)  0.21
H (-3.46, 0.70, -1.80)  0.22
H (-1.91, 0.00, -2.34)  0.22
H (0.21, -0.70, 2.19)  0.23
H (1.44, 0.66, 2.11)  0.26
H (-0.21, 1.05, 1.74)  0.25
H (2.61, 0.41, -0.22)  0.26
H (1.44, 0.42, -1.51)  0.23
H (1.47, 1.79, -0.37)  0.25
H (-0.19, -2.14, 0.41)  0.29
H (0.75, -1.39, -1.13)  0.25
H (1.64, -1.94, 0.20)  0.29

A cluster of 2 separate species, C5H11ClN2S2 in total in a non-equilibrium geometry, computed with the ωB97M-V functional and the def2-TZVPD basis.

HOMO-LUMO gap   9.295 eV
Energy   -42533.5087 eV
HOMO energy   -8.62 eV
Energy above the lowest of the compared OMol25 structures with the same formula, charge and spin   0.0 kcal per mole
Largest force on an atom   2.8 eV/A
SMILES   N[C@@H]1C[C@@H]1Cl.SC/C=N/S

Last column: natural (NBO) charge in e.
Positions of all 21 atoms, in Å:
N (0.99, 0.73, 2.09)  -0.81
C (0.25, -0.46, 1.82)  -0.08
C (0.92, -1.80, 1.89)  -0.42
C (0.42, -1.30, 0.57)  -0.27
Cl (1.59, -0.78, -0.64)  0.01
H (0.67, 1.48, 1.49)  0.37
H (1.97, 0.59, 1.89)  0.37
H (-0.78, -0.41, 2.18)  0.21
H (2.00, -1.80, 2.05)  0.23
H (0.40, -2.64, 2.35)  0.23
H (-0.44, -1.77, 0.11)  0.24
S (-2.87, -0.35, -0.88)  -0.04
C (-1.35, 0.57, -0.47)  -0.60
C (-0.35, 0.51, -1.58)  0.07
N (0.00, 1.59, -2.15)  -0.58
S (1.13, 1.45, -3.43)  0.15
H (-3.22, 0.41, -1.93)  0.13
H (-1.57, 1.61, -0.22)  0.24
H (-0.96, 0.07, 0.42)  0.26
H (0.02, -0.48, -1.87)  0.18
H (1.18, 2.76, -3.69)  0.12